{
  "formula": "C11H21Cl2N2",
  "method": "ωB97M-V/def2-TZVPD",
  "symbols": ["C", "C", "C", "C", "C", "C", "C", "N", "C", "C", "N", "H", "H", "H", "H", "H", "H", "H", "H", "H", "H", "H", "H", "H", "H", "H", "H", "H", "Cl", "C", "C", "Cl", "H", "H", "H", "H"],
  "positions_angstrom": [[0.2250, 0.7303, -0.7441], [-0.7142, 0.4450, 0.5667], [-1.9241, -0.5759, 0.2783], [-1.9548, -1.8969, 1.1964], [-1.5614, -1.6804, 2.7409], [-0.2892, -2.6502, 3.1038], [0.9587, -2.3511, 2.1062], [1.2251, -2.9831, 0.8175], [2.4187, -2.4116, 0.1970], [2.8773, -1.3645, 1.2308], [1.9748, -1.3403, 2.4021], [0.0785, 1.8041, -1.1071], [0.0441, -0.0167, -1.5939], [1.3355, 0.6279, -0.4277], [-1.1999, 1.4698, 0.8134], [0.0003, 0.1345, 1.4024], [-2.9565, -0.0463, 0.2716], [-1.7829, -0.9445, -0.8153], [-1.3621, -2.7596, 0.6937], [-3.0558, -2.2687, 1.1920], [-1.2861, -0.6105, 3.0320], [-2.4304, -2.0043, 3.4226], [-0.5608, -3.7708, 2.9938], [0.0591, -2.4669, 4.1813], [0.5882, -3.7218, 0.4707], [2.8382, -2.7290, -0.8134], [3.7901, -0.7090, 1.0406], [2.0407, -0.7415, 3.2480], [-0.9654, 4.0544, -2.1805], [0.2170, 4.7276, -3.3311], [0.0100, 4.2007, -4.7372], [0.4136, 2.4703, -4.8723], [1.2180, 4.4996, -2.9599], [0.0883, 5.8117, -3.3185], [0.6632, 4.7328, -5.4319], [-1.0211, 4.3350, -5.0690]],
  "forces_ev_per_a": [[0.46, -0.07, 0.68], [-0.19, 1.03, -1.05], [0.35, -0.47, -0.90], [-1.43, 0.12, -0.01], [0.56, -1.06, 0.07], [0.52, 0.20, -0.75], [1.19, 0.57, -0.43], [1.25, 3.19, 3.32], [-0.56, 2.71, 4.89], [-1.41, -2.62, -2.42], [-0.85, -3.97, -5.04], [0.16, -1.71, 0.31], [0.14, 1.14, 1.19], [-1.75, 0.20, -0.61], [1.02, -1.77, 0.01], [-1.36, 0.36, -0.97], [1.87, -0.85, 0.33], [-0.36, 0.58, 1.81], [-0.83, 1.55, 1.00], [1.90, 0.51, -0.08], [-0.42, -1.45, -0.67], [1.43, 0.46, -1.02], [0.42, 1.93, 0.12], [-0.33, -0.31, -1.65], [0.79, 0.76, 0.22], [-0.74, 0.59, 1.81], [-1.64, -0.92, 0.82], [-0.16, -0.76, -1.00], [-0.05, 0.00, 0.04], [0.20, 0.16, -0.20], [-0.03, 0.24, -0.01], [-0.02, -0.04, 0.04], [-0.17, -0.07, -0.06], [-0.05, -0.12, -0.05], [-0.01, -0.04, 0.14], [0.12, -0.09, 0.12]],
  "homo_lumo_gap_ev": 9.09,
  "homo_ev": -12.61,
  "e_tot_ha": -1461.2737,
  "lumo_ev": -3.52,
  "total_charge": 1
}